No. 1
Computed, not measured: the molecule C4H9NOS2 in a non-equilibrium geometry, with ωB97M-V/def2-TZVPD.

XYZ file:
```
17
Properties=species:S:1:pos:R:3:forces:R:3
C -1.70380 -0.92274 -0.65324 0.3 -0.6 -1.9
C -0.50293 -0.18498 -0.09892 1.1 0.6 0.3
C 0.68618 -0.07134 -1.06156 0.4 0.5 -1.5
S 2.15140 -1.07735 -0.88759 -0.1 -1.8 -1.0
S 3.15301 -1.07943 0.86450 0.3 1.0 0.6
N -0.71233 1.16307 0.43166 -0.4 0.0 0.5
C 0.14761 1.81834 1.31697 -1.5 -0.4 -0.4
O 1.33869 1.87733 1.25772 0.5 -0.4 0.1
H -1.24376 -1.65772 -1.33376 0.0 -0.7 0.9
H -2.38148 -1.40116 0.04402 0.2 0.0 0.3
H -2.29935 -0.52303 -1.46275 -0.4 1.4 0.2
H -0.20004 -0.86208 0.70995 0.3 0.4 0.2
H 0.41945 -0.38965 -2.09105 -0.1 -0.2 0.4
H 1.07363 0.92364 -1.27067 -0.6 0.4 0.8
H 2.18468 -1.41659 1.71097 -0.3 -0.4 0.2
H -1.64029 1.55300 0.40275 -0.2 -0.4 0.3
H -0.47067 2.25070 2.12100 0.3 0.7 0.1
```
Forces are in eV/Å.

The value obtained for the lowest unoccupied orbital energy is 0.6 eV. As for the HOMO-LUMO gap: 8.822 eV. The calculation puts the calculated total energy at -1084.13977 hartree. The value obtained for the molar mass is 151.3 Da. The energy above the lowest of the compared OMol25 structures with the same formula, charge and spin is 148.3 kJ/mol. The calculation puts the HOMO energy at -8.1757 eV.

No. 2
Computed, not measured: a structure of composition C5H7NO2 in a non-equilibrium geometry, with ωB97M-V/def2-TZVPD.

XYZ file:
```
15
Properties=species:S:1:pos:R:3:forces:R:3
C 0.02658 -1.98069 -0.11990 -0.5 -0.5 0.7
C 1.32664 1.00137 0.23705 -0.2 3.5 2.3
C 0.06618 -0.57807 0.34456 -2.7 -0.2 1.3
C -0.75562 0.54106 0.12918 1.0 -3.5 0.9
N -2.09007 0.49278 -0.04429 -1.6 0.2 -0.6
C 0.08221 1.66170 0.08492 2.9 -0.6 0.4
O 1.31830 -0.16032 0.89679 -1.0 -0.1 -4.2
O 2.54515 1.42591 -0.03801 1.3 1.0 -0.4
H 2.79492 0.99351 -0.87273 0.2 0.2 0.4
H -2.60775 -0.36781 0.07197 0.3 0.4 0.1
H -2.62440 1.33296 -0.22020 0.3 -0.4 -0.1
H -0.13627 2.70561 0.25745 0.2 0.0 -0.7
H -0.40489 -2.63191 0.64575 0.0 -0.4 -0.2
H -0.57357 -2.07761 -1.02858 0.0 0.1 0.1
H 1.03258 -2.35849 -0.34397 -0.2 0.2 0.0
```
Forces are in eV/Å.

The value obtained for the lowest unoccupied orbital energy (alpha / beta) is 0.7 / 0.7 eV. As for the HOMO-LUMO gap (alpha / beta): 7.275 / 7.274 eV. The calculation puts the calculated total energy at -399.84717 hartree. The value obtained for the molar mass is 113.1 Da. The energy above the lowest of the compared OMol25 structures with the same formula, charge and spin is 310.8 kJ/mol. The calculation puts the HOMO energy (alpha / beta) at -6.5368 / -6.5363 eV.

No. 3
Computed, not measured: the molecule C4H9NO2, with ωB97M-V/def2-TZVPD.

XYZ file:
```
16
Properties=species:S:1:pos:R:3:forces:R:3
C 2.18616 -0.28595 0.13553 0.0 -0.2 -0.1
C 0.73019 0.03212 0.48134 -0.2 0.3 0.1
C 0.19145 1.29398 -0.13474 0.1 0.1 -0.1
O -1.26439 1.06204 -0.21711 0.2 -0.3 0.0
C -1.44252 -0.26010 -0.28069 -0.1 0.1 0.0
O -0.98139 -1.05806 -1.26366 -0.1 0.2 0.2
N -2.58603 -0.67256 0.26434 0.2 0.0 0.0
H 2.92796 0.42115 0.55714 -0.3 -0.1 -0.1
H 2.47184 -1.27898 0.50707 -0.1 0.2 -0.1
H 2.36270 -0.29386 -0.95269 -0.1 0.0 0.2
H -0.04184 -1.00823 -0.94787 0.2 -0.3 -0.3
H 0.59416 0.04335 1.56647 0.0 0.1 0.0
H 0.25477 2.23476 0.42441 0.1 0.0 0.0
H 0.58177 1.46510 -1.15124 -0.1 -0.1 0.3
H -2.89474 -1.61828 0.11427 0.1 0.1 0.0
H -3.09009 -0.07649 0.89742 0.1 0.0 0.0
```
Forces are in eV/Å.

The value obtained for the lowest unoccupied orbital energy is 0.8 eV. As for the HOMO-LUMO gap: 7.758 eV. The calculation puts the calculated total energy at -362.94085 hartree. The value obtained for the molar mass is 103.1 Da. The energy above the lowest of the compared OMol25 structures with the same formula, charge and spin is 379.9 kJ/mol. The calculation puts the HOMO energy at -6.9415 eV.

No. 4
Computed, not measured: the molecule C3H5NO3S in a non-equilibrium geometry, with ωB97M-V/def2-TZVPD.

XYZ file:
```
13
Properties=species:S:1:pos:R:3:forces:R:3
C -2.40459 0.52236 -0.15117 -0.4 0.6 0.0
C 0.01433 1.44484 0.33428 0.2 -3.5 -2.4
C -0.14920 -0.47720 -0.44082 1.9 4.4 3.4
N -1.51222 -0.47910 -0.44808 -1.4 -3.7 -4.6
O -3.59257 0.39007 -0.27249 0.2 0.1 0.1
O 0.55049 -0.60598 -1.60411 0.1 -0.2 0.0
O 0.37045 -1.17062 0.62741 0.7 -1.0 -0.6
S -1.59353 1.98154 0.37811 -1.0 1.4 0.0
H 0.43804 1.25966 1.25018 0.8 -0.5 2.2
H 0.76645 1.70428 -0.35969 0.2 1.3 -1.0
H -1.86768 -1.02731 -1.31714 0.4 1.0 2.2
H 1.54050 -0.66982 -1.51197 -1.7 0.0 0.5
H -0.37559 -1.48118 1.15112 0.0 0.0 0.1
```
Forces are in eV/Å.

The value obtained for the lowest unoccupied orbital energy is 0.3 eV. As for the HOMO-LUMO gap: 9.225 eV. The calculation puts the calculated total energy at -795.92451 hartree. The value obtained for the molar mass is 135.1 Da. The energy above the lowest of the compared OMol25 structures with the same formula, charge and spin is 189.9 kJ/mol. The calculation puts the HOMO energy at -8.9156 eV.